[1]
2 unconnected molecules or ions with the total composition C2H6N2S3, computed with ωB97M-V/def2-TZVPD.

Last column: Mulliken charge in e.
Geometry (Å):
S  0.77890  1.26466  -2.64032  -0.11
S  0.09799  1.96169  0.17442  -0.20
S  -1.01776  -0.83739  2.54965  -0.19
N  -0.51412  -1.20667  -0.59629  -0.87
N  0.42844  -1.15097  0.27877  0.35
C  0.43062  -0.92152  1.57300  -0.19
C  -0.30609  1.41383  -1.30385  -0.19
H  1.35378  -1.19619  -0.15590  0.29
H  -1.31814  1.14656  -1.57252  0.29
H  1.86284  1.72258  -2.00379  0.15
H  1.35681  -0.94458  2.11297  0.34
H  -1.72349  -0.04542  1.72735  0.10
H  -1.42978  -1.20656  -0.14349  0.23

## Properties
ΔE to the lowest compared entry with this formula, charge and spin ... 51.88 kcal per mole
Multiplicity ... 1
LUMO level ... -0.01 eV

***

[2]
4 unconnected molecules or ions with the total composition C40H90FN13O7P3 in a non-equilibrium geometry, computed with ωB97M-V/def2-TZVPD.

Last column: Mulliken charge in e.
Geometry (Å):
P  8.72828  6.36377  0.20865  0.79
P  1.88021  5.11948  2.60908  0.73
P  -3.41482  -8.58049  -2.44527  0.83
F  -4.21862  0.92099  2.96438  -0.17
O  1.01809  3.89547  2.33868  -0.81
O  -2.85438  -7.73733  -1.32550  -0.74
O  -4.32385  3.41484  0.15410  -0.43
O  -5.22807  2.79409  3.52466  -0.48
O  -0.78850  -5.45472  2.19864  -0.41
O  -8.90484  -2.30136  -1.22238  -0.42
O  7.45404  6.15598  0.99376  -0.69
N  2.28631  4.73798  4.23213  0.14
N  -4.84768  -7.67046  -2.75069  0.30
N  3.16274  4.77299  1.52782  0.24
N  -3.59702  -9.53928  -3.90074  -0.08
N  8.11401  7.53453  -0.89590  0.15
N  9.67725  7.08742  1.44381  0.14
N  -0.23421  1.39961  -0.10529  -1.10
N  10.10176  6.14053  -0.85656  -0.07
N  2.43173  6.75703  2.89726  -0.02
N  -3.74029  -9.99138  -1.52034  0.12
N  -1.20726  2.13945  0.36529  0.72
N  -3.31782  2.91392  2.20696  -0.04
N  0.94536  -1.57235  -3.41039  -0.54
C  -2.23189  -1.14039  -2.12785  -1.46
C  -4.32812  2.25797  2.92496  0.44
C  -1.91547  0.03726  -1.26046  0.19
C  -3.87319  -3.66585  0.13251  -1.30
C  1.53438  3.66611  4.87660  -0.98
C  -4.68432  -6.28394  -3.15372  -1.04
C  0.55889  -0.45574  -1.34641  -0.66
C  4.57039  4.61712  1.84820  -0.84
C  -3.10499  -4.58476  2.39222  -0.81
C  9.91686  6.30413  2.64826  -1.02
C  -3.16372  -10.05481  -0.18046  -1.02
C  -7.72456  -0.68866  0.16662  -0.75
C  -3.47390  2.82628  0.75311  -0.14
C  9.71406  5.33997  -2.05264  -1.15
C  2.72308  7.60307  1.72586  -0.84
C  -2.46062  1.88662  0.08554  0.65
C  -3.30883  -4.87697  0.88775  -0.43
C  -6.21760  -8.13419  -2.69186  -1.06
C  -8.17954  -3.30830  -1.89321  -0.71
C  -2.39669  -10.39679  -4.11663  -1.14
C  -2.09738  -2.47593  -1.33234  -0.59
C  8.76322  8.78313  -1.25344  -1.05
C  -2.84415  -2.50735  0.01620  2.22
C  0.03557  -4.86982  1.21113  -0.48
C  1.43426  7.51449  3.70789  -1.12
C  -4.97460  -10.75532  -1.54731  -1.03
C  -0.60107  0.40278  -0.85734  0.94
C  3.62151  4.79539  4.80469  -1.02
C  0.72378  -0.46001  -2.85077  -0.28
C  11.29979  5.48394  -0.30568  -1.02
C  10.31309  8.38754  1.42120  -1.01
C  -1.63357  -4.54972  2.86923  -0.64
C  -3.81523  -8.82779  -5.17159  -1.02
C  -4.40062  0.68840  -1.05170  -2.33
C  6.66824  7.71675  -0.93458  -1.07
C  -8.44152  -2.05406  0.09741  -0.59
C  2.83900  4.65795  0.11496  -0.91
C  -2.93710  0.87579  -0.73607  0.72
C  -5.27887  0.16972  0.12268  -0.30
C  -6.29507  -0.87156  -0.40840  -0.01
H  -6.89817  -7.42955  -3.17300  0.44
H  -8.29793  -0.04819  -0.50694  0.30
H  -0.28881  -5.24711  0.22905  0.16
H  -3.91288  -5.79009  -2.55320  0.30
H  -5.85522  0.99620  0.54668  0.73
H  -4.80657  -11.75687  -1.14168  0.38
H  -3.58968  -5.39509  2.94396  0.53
H  6.31187  8.31320  -0.08425  0.31
H  -2.55463  -11.06770  -4.96112  0.41
H  1.07797  -5.18147  1.31294  0.36
H  -5.34414  -10.91528  -2.55784  0.28
H  -7.29393  -2.90712  -2.40824  0.21
H  -3.28381  3.88884  2.48538  0.30
H  -3.37625  -1.58880  0.26045  -1.36
H  9.42897  4.31947  -1.78020  0.36
H  -4.71062  -0.28792  0.93028  0.54
H  1.21352  6.99641  4.63868  0.32
H  0.47043  3.75226  4.67303  0.27
H  1.02654  -1.46017  -4.42090  0.27
H  -3.72791  -9.44142  0.53273  0.29
H  -4.77394  1.68625  -1.29541  0.78
H  -4.38185  -6.19946  -4.20855  0.25
H  3.62006  4.14382  -0.44264  0.42
H  -5.96530  -1.89078  -0.20433  -0.70
H  -3.04415  -8.07831  -5.36961  0.35
H  2.96819  8.61328  2.05420  0.38
H  1.49599  -0.06603  -0.93429  0.50
H  6.14981  6.76117  -0.93023  0.24
H  10.68229  5.53175  2.48376  0.28
H  -3.81956  -9.54074  -5.99654  0.39
H  -5.60096  -5.70808  -3.02332  0.31
H  -9.32356  -2.05626  0.74614  0.37
H  1.87993  7.66197  1.03271  0.34
H  4.21733  3.91574  4.54101  0.31
H  -3.27891  -1.08244  -2.42372  0.29
H  -6.40512  -0.81401  -1.49634  0.27
H  -2.10880  -2.66028  0.81210  -0.25
H  11.79572  6.10822  0.43487  0.29
H  -7.87481  -4.13675  -1.24399  0.34
H  10.24307  6.92402  3.48149  0.44
H  -6.36339  -9.07612  -3.22810  0.34
H  -6.55934  -8.25780  -1.65876  0.24
H  -4.79003  -8.34415  -5.19979  0.27
H  -1.63801  -4.85508  3.92149  0.41
H  -4.69221  -3.28070  0.75276  0.33
H  -2.12933  -9.72399  -0.17986  0.29
H  0.62564  0.43866  -3.46976  0.42
H  -3.16204  -11.08422  0.18469  0.34
H  1.82656  8.49552  3.97465  0.42
H  9.00546  5.79509  2.97310  0.25
H  -3.64919  -3.68119  2.68873  0.22
H  9.82756  8.66057  -1.43958  0.28
H  8.87425  5.79678  -2.57209  0.31
H  0.49439  7.65187  3.16552  0.35
H  1.91753  4.08470  -0.03342  0.07
H  -1.66458  -1.16782  -3.05530  0.58
H  1.64838  3.71977  5.96114  0.33
H  -2.20150  -11.02033  -3.24701  0.33
H  4.16073  5.69412  4.51620  0.27
H  -2.43396  -5.29174  0.38728  0.20
H  -8.81395  -3.73687  -2.67336  0.39
H  9.58691  9.19593  1.55583  0.24
H  4.76834  3.65711  2.33647  0.19
H  2.68860  5.64401  -0.34926  0.33
H  12.03328  5.33240  -1.09819  0.37
H  -0.94565  2.91051  0.98964  0.10
H  1.87592  2.67697  4.54721  0.30
H  -0.03156  -3.77766  1.16405  0.15
H  3.59998  7.25195  1.18474  0.11
H  5.19553  4.65794  0.95738  0.37
H  -1.26603  -3.51442  2.86936  0.31
H  -1.04026  -2.65472  -1.13277  0.09
H  11.05095  8.48335  2.21853  0.42
H  10.53966  5.29107  -2.76278  0.42
H  -4.55707  0.09008  -1.94078  0.96
H  -7.76889  -2.84086  0.45602  0.30
H  3.56079  4.83456  5.89574  0.38
H  10.87256  8.56377  0.49766  0.33
H  -5.76022  -10.28629  -0.94431  0.30
H  6.37270  8.22751  -1.85434  0.42
H  -1.50227  -9.79766  -4.31084  0.36
H  8.61578  9.55521  -0.49020  0.31
H  -7.71462  -0.29685  1.18562  0.47
H  -4.31904  -3.91576  -0.83552  0.57
H  0.48088  -1.46860  -0.95724  0.07
H  -4.07820  -5.65271  0.82291  0.37
H  8.35045  9.16774  -2.19076  0.37
H  11.07548  4.51375  0.14502  0.36
H  -2.43182  -3.30450  -1.95967  0.65
H  4.94474  5.42322  2.48200  0.25

## Properties
Total charge ... +1
Multiplicity ... 1
LUMO level ... -4.38 eV

***

[3]
A molecular structure, C11H14NOPS in a non-equilibrium geometry, computed with ωB97M-V/def2-TZVPD.

Last column: Mulliken charge in e.
Geometry (Å):
S  1.19533  -2.92048  -0.68462  -0.33
P  -0.00207  -0.92948  0.66205  0.62
O  -0.01795  -1.27706  2.09563  -0.67
N  3.42034  -1.45036  0.09286  -0.48
C  -1.77047  -0.88008  0.04555  1.77
C  2.51774  -2.09570  -0.24160  0.51
C  -2.35676  0.22076  0.92214  -1.93
C  -1.88024  -0.40016  -1.42237  -1.89
C  -2.31435  -2.27956  0.22606  -1.83
C  2.70221  2.60504  -0.22872  -0.36
C  0.97417  1.17050  -0.97458  -0.08
C  1.91555  0.88057  1.24356  -0.55
C  1.01075  0.52617  0.21493  0.58
C  2.78947  1.91173  0.94297  -0.42
C  1.76309  2.32729  -1.23769  -0.71
H  -2.86280  -0.56566  -1.83578  0.49
H  1.48895  2.91583  -2.13308  0.37
H  -3.44352  0.10496  0.99859  0.36
H  0.27494  0.81305  -1.79950  0.27
H  -1.96834  -2.90564  -0.52592  0.49
H  -1.85730  -2.77313  1.07761  0.40
H  3.50824  2.38943  1.63086  0.32
H  -1.92736  0.08617  1.87212  0.57
H  3.11790  3.63267  -0.35736  0.27
H  -1.41007  -1.13517  -2.21846  0.27
H  -3.34999  -2.05625  0.25761  0.46
H  2.00410  0.38539  2.20639  0.40
H  -1.94853  1.10942  0.67121  0.55
H  -1.57301  0.58976  -1.50045  0.57

## Properties
ΔE to the lowest compared entry with this formula, charge and spin ... 57.67 kcal per mole
Multiplicity ... 1
LUMO level ... -0.99 eV

***

no.,frontier orbital gap (Ha),total energy (a.u.)
1,0.29242,-1383.771084
2,0.18713,-3940.107374
3,0.30078,-1297.034570